1.
ORCA calculation (ωB97M-V/def2-TZVPD) on a 2-piece molecular cluster, C22H54BClIN10O2 overall at a distorted geometry.

Values from the calculation:
Net charge: +1
HOMO level, eV: -11.111
Orbital gap, eV: 8.50

Cartesian coordinates (Å):
C -1.373 -0.888 -2.951
C 0.258 -0.903 -3.019
B 1.046 -0.753 -1.593
O 2.220 -1.678 -1.399
C 0.690 0.245 -0.335
C -0.393 -0.613 0.540
C -0.075 -2.188 0.791
C -0.599 -2.505 2.353
I -1.334 -3.568 -0.434
C 1.979 0.266 0.734
N 2.090 1.660 1.314
C 2.619 1.893 2.701
C 1.925 1.042 3.908
C 2.928 0.594 5.127
C 2.177 1.025 6.558
N 0.860 0.312 6.774
C 0.008 0.953 7.846
N 0.437 1.210 9.150
N -1.465 1.331 7.583
C 0.840 2.425 0.835
Cl -0.515 2.644 2.140
C 0.359 1.860 -0.665
C -1.232 2.168 -0.880
C -1.760 3.689 -0.864
N -2.971 3.778 0.092
N -0.871 4.810 -0.540
N -2.373 3.982 -2.252
C 1.030 2.507 -2.011
C 2.638 2.818 -1.961
N 3.540 1.622 -1.796
N 3.013 4.010 -1.055
N 2.966 3.352 -3.378
H -1.843 -0.436 -1.983
H -1.801 -0.287 -3.878
H -1.786 -1.986 -3.055
H 0.556 -1.967 -3.473
H 0.600 -0.128 -3.858
H 2.598 -1.775 -2.322
H -0.407 -0.114 1.626
H -1.509 -0.543 0.163
H 1.053 -2.500 0.811
H -1.557 -1.891 2.633
H 0.309 -2.174 3.041
H -0.709 -3.670 2.514
H 1.981 -0.523 1.605
H 3.060 0.109 0.290
H 2.873 2.066 0.716
H 3.777 1.608 2.676
H 2.600 3.038 3.019
H 1.329 0.089 3.586
H 1.118 1.770 4.403
H 4.005 1.067 5.036
H 3.026 -0.594 5.078
H 1.992 2.193 6.454
H 2.949 0.769 7.400
H 0.979 -0.712 6.960
H 1.427 0.890 9.238
H -2.047 0.467 7.465
H -1.547 1.970 6.763
H 1.272 3.538 0.850
H -1.949 1.564 -0.139
H -1.496 1.713 -1.954
H -3.686 4.383 -0.368
H -2.665 4.221 1.010
H -0.440 4.851 0.392
H -0.330 5.243 -1.304
H -3.251 3.393 -2.371
H -2.588 5.001 -2.309
H 0.557 3.554 -2.341
H 0.871 1.850 -2.997
H 4.169 1.543 -2.644
H 4.195 1.700 -0.988
H 2.477 4.838 -1.396
H 4.042 4.219 -1.235
H 3.952 3.705 -3.407
H 2.855 2.577 -4.083
C -4.152 -7.654 -5.365
C -4.569 -6.444 -4.548
O -3.641 -6.108 -3.517
C -2.319 -5.779 -3.936
C -2.258 -4.583 -4.870
H -4.012 -8.525 -4.717
H -4.918 -7.891 -6.112
H -3.211 -7.486 -5.894
H -5.520 -6.664 -4.052
H -4.751 -5.575 -5.190
H -1.837 -6.655 -4.384
H -1.752 -5.547 -3.029
H -2.800 -4.763 -5.801
H -1.220 -4.350 -5.126
H -2.709 -3.704 -4.395

Results of the Mulliken charge analysis, in e, for atoms 1 through 2:
1 C -0.07
2 C -0.32

=====

2.
ORCA calculation (ωB97M-V/def2-TZVPD) on a 10-piece molecular cluster, C22H54BO26 overall at a distorted geometry.

Values from the calculation:
ΔE to the lowest compared entry with this formula, charge and spin, eV: 3.311
Net charge: -1
HOMO level, eV: -7.312
Orbital gap, eV: 8.95

Cartesian coordinates (Å):
O -4.557 -2.998 1.568
C -3.396 -2.568 1.413
O -2.671 -2.457 0.344
B -1.419 -1.673 0.587
O -1.464 -1.397 2.026
C -2.504 -1.968 2.618
O -2.717 -1.961 3.819
O -1.427 -0.288 -0.055
C -0.281 -0.022 -0.673
O -0.004 1.086 -1.181
C 0.517 -1.325 -0.583
O -0.075 -2.250 0.174
O 1.662 -1.353 -1.115
C 8.843 -0.463 -2.472
C 8.170 -1.316 -1.402
O 9.038 -1.243 -0.188
O 9.984 -1.139 -3.053
H 9.114 0.558 -2.200
H 8.042 -0.553 -3.206
H 8.164 -2.307 -1.857
H 7.121 -1.156 -1.150
H 9.931 -1.448 -0.475
H 9.719 -1.912 -3.557
C -2.633 6.334 -4.229
C -2.374 7.781 -4.640
O -2.199 8.605 -3.545
O -1.451 5.738 -3.938
H -3.092 5.688 -4.978
H -3.295 6.264 -3.366
H -3.270 8.046 -5.202
H -1.650 7.845 -5.452
H -1.269 8.607 -3.307
H -1.681 4.893 -3.546
C -3.407 1.782 8.447
C -3.386 2.374 9.854
O -3.347 3.722 9.988
O -2.200 1.341 7.948
H -3.846 2.536 7.793
H -3.911 0.818 8.375
H -2.567 1.900 10.394
H -4.293 1.935 10.269
H -2.413 3.751 10.207
H -2.165 1.683 7.051
C -7.127 2.295 3.672
C -6.996 1.824 2.227
O -6.920 2.944 1.402
O -8.322 3.008 4.058
H -6.274 2.873 4.028
H -7.130 1.387 4.276
H -7.834 1.251 1.830
H -6.155 1.181 1.965
H -6.626 2.562 0.572
H -8.521 3.597 3.326
C 0.316 6.044 2.678
C -0.996 5.327 2.387
O -1.617 4.550 3.382
O 0.085 7.275 3.304
H 0.914 6.056 1.767
H 0.739 5.281 3.331
H -0.738 4.715 1.523
H -1.775 6.036 2.107
H -2.115 5.130 3.962
H -0.140 7.003 4.196
C 4.747 -7.313 -2.955
C 4.122 -7.155 -1.559
O 5.016 -7.165 -0.519
O 5.398 -6.111 -3.488
H 4.025 -7.579 -3.727
H 5.477 -8.122 -2.984
H 3.519 -8.050 -1.403
H 3.496 -6.263 -1.557
H 4.550 -7.560 0.222
H 5.330 -5.449 -2.796
C -3.775 0.312 -5.068
C -5.037 0.156 -4.291
O -4.827 0.414 -2.914
O -2.794 -0.611 -4.531
H -3.497 1.318 -4.753
H -3.874 0.334 -6.153
H -5.441 -0.857 -4.283
H -5.879 0.810 -4.516
H -4.028 -0.051 -2.658
H -1.940 -0.441 -4.935
C 2.139 -7.319 4.031
C 2.547 -5.844 4.162
O 3.488 -5.569 5.141
O 3.140 -8.155 3.569
H 1.279 -7.380 3.363
H 1.795 -7.680 5.000
H 1.688 -5.232 4.434
H 2.695 -5.402 3.177
H 3.260 -4.769 5.620
H 2.959 -9.022 3.938
C 2.666 0.127 -7.070
C 3.873 -0.850 -6.705
O 4.368 -1.723 -7.613
O 1.516 -0.612 -7.598
H 2.948 0.857 -7.829
H 2.348 0.582 -6.131
H 3.395 -1.569 -6.040
H 4.671 -0.195 -6.355
H 4.982 -2.338 -7.205
H 1.543 -0.351 -8.521

Results of the Mulliken charge analysis, in e, for atoms 1 through 2:
1 O -0.64
2 C 0.61

=====

3.
ORCA calculation (ωB97M-V/def2-TZVPD) on a 14-piece molecular cluster, C22H55N9O31 overall at a distorted geometry.

Values from the calculation:
HOMO level, eV: -10.699
Orbital gap, eV: 10.18

Cartesian coordinates (Å):
C -3.139 -9.822 -1.410
O -2.002 -9.069 -1.156
H -4.070 -9.538 -0.919
H -3.332 -9.788 -2.482
H -2.903 -10.878 -1.279
H -1.492 -9.069 -1.969
C -4.418 -0.106 4.531
N -5.406 -0.916 3.768
O -5.272 -2.180 3.791
O -6.326 -0.304 3.253
H -4.008 -0.674 5.366
H -5.005 0.728 4.916
H -3.563 0.259 3.963
C 5.081 -0.333 -1.726
N 6.532 -0.764 -1.574
O 7.112 -0.367 -0.538
O 6.946 -1.479 -2.480
H 4.978 -0.050 -2.774
H 5.006 0.580 -1.135
H 4.427 -1.124 -1.359
C 2.029 0.035 3.715
N 1.278 -0.518 4.866
O 0.459 -1.426 4.676
O 1.458 0.024 5.972
H 1.376 0.826 3.345
H 2.310 -0.724 2.985
H 2.994 0.421 4.044
C -2.071 -6.556 5.162
N -2.980 -6.098 6.269
O -4.155 -6.502 6.260
O -2.498 -5.331 7.105
H -1.281 -7.162 5.603
H -1.656 -5.693 4.642
H -2.515 -7.158 4.369
C -7.183 -4.035 -1.752
N -8.224 -4.852 -2.416
O -8.750 -4.441 -3.456
O -8.377 -5.996 -2.002
H -7.450 -4.093 -0.697
H -7.217 -3.058 -2.233
H -6.162 -4.407 -1.836
C -1.068 6.254 -5.479
N -2.091 5.914 -6.548
O -2.476 4.765 -6.560
O -2.359 6.808 -7.405
H -0.060 6.363 -5.879
H -1.144 5.527 -4.671
H -1.295 7.245 -5.086
C -5.718 2.480 -2.692
N -5.639 3.944 -2.654
O -4.579 4.497 -2.471
O -6.700 4.570 -2.823
H -6.599 2.145 -3.239
H -5.746 2.139 -1.657
H -4.873 2.053 -3.232
C -5.773 6.634 2.061
N -4.868 5.478 2.256
O -5.292 4.381 1.926
O -3.671 5.624 2.659
H -5.319 7.364 2.731
H -6.795 6.380 2.342
H -5.708 6.877 1.001
C -0.746 -3.683 -5.333
N -1.740 -2.626 -5.250
O -2.828 -3.053 -4.872
O -1.325 -1.447 -5.385
H 0.037 -3.483 -4.601
H -0.413 -3.897 -6.348
H -1.264 -4.546 -4.914
C 5.824 10.137 -0.452
O 5.156 9.070 -1.135
C 5.877 8.006 -1.605
O 7.082 7.928 -1.616
O 4.964 7.075 -1.913
C 5.386 5.798 -2.356
H 6.614 10.507 -1.105
H 6.248 9.665 0.434
H 5.265 11.041 -0.210
H 5.681 5.847 -3.404
H 4.522 5.138 -2.278
H 6.198 5.408 -1.742
C 5.680 -6.763 -0.764
O 5.039 -5.799 0.036
C 4.071 -6.128 0.958
O 3.487 -5.244 1.613
O 3.967 -7.474 1.092
C 3.119 -8.031 2.086
H 6.027 -6.197 -1.628
H 5.015 -7.492 -1.228
H 6.501 -7.171 -0.175
H 2.318 -8.472 1.493
H 2.590 -7.322 2.723
H 3.704 -8.626 2.787
C -0.921 1.272 -0.691
O -0.450 -0.046 -0.510
C -1.302 -1.051 -0.289
O -2.497 -0.899 -0.225
O -0.640 -2.187 -0.065
C -1.297 -3.411 0.058
H -1.762 1.544 -0.053
H -1.324 1.227 -1.703
H -0.135 2.023 -0.620
H -2.034 -3.350 0.859
H -0.577 -4.159 0.391
H -1.831 -3.750 -0.829
C 6.960 3.541 2.719
O 6.050 4.570 3.096
C 4.851 4.777 2.513
O 4.280 3.976 1.821
O 4.526 6.001 2.799
C 3.173 6.445 2.522
H 6.635 2.512 2.871
H 7.884 3.641 3.290
H 7.121 3.751 1.662
H 3.188 7.324 1.878
H 2.724 6.644 3.495
H 2.567 5.635 2.115

Results of the Mulliken charge analysis, in e, for atoms 1 through 2:
1 C -0.56
2 O -0.47